(1)
33
Properties=species:S:1:pos:R:3:mulliken_charge:R:1 method="wB97M-V/def2-TZVPD" energy_ev=-17299.7923 de_lowest_kcal_mol=74.6 charge=+1
C 1.502 -0.979 2.364 -0.941
C 2.103 -2.127 1.969 -0.523
C 1.341 -0.241 1.142 0.939
C 0.537 1.015 1.038 1.487
C 1.895 -0.975 0.101 -1.035
C -0.009 1.422 -0.110 -0.108
C -0.659 -0.388 -1.497 0.514
C 0.265 1.655 2.373 -2.350
C -0.973 2.505 -0.118 -1.289
C -1.964 -2.016 0.131 -1.360
C -1.039 -1.440 -2.347 -0.618
C 0.977 1.131 -2.403 -0.862
C -1.819 -1.148 -1.081 0.107
N 0.075 0.662 -1.340 0.362
O 2.289 -2.174 0.619 -0.318
H 1.005 -0.659 3.280 0.409
H 2.624 -2.872 2.602 0.414
H 1.097 1.491 2.963 0.610
H 0.200 2.763 2.271 0.402
H -0.527 1.349 2.951 0.428
H -0.620 3.368 0.675 0.313
H -1.059 2.952 -1.092 0.439
H -2.034 2.183 0.217 0.228
H -2.377 -1.364 0.816 0.420
H -1.001 -2.264 0.596 0.237
H -2.563 -2.811 -0.225 0.386
H -0.519 -2.342 -2.632 0.304
H 2.012 -0.791 -0.878 0.819
H -1.519 -1.100 -3.242 0.282
H 1.210 2.228 -2.195 0.303
H 1.932 0.624 -2.379 0.325
H 0.504 0.973 -3.389 0.395
H -2.885 -0.631 -1.182 0.280

(2)
37
Properties=species:S:1:pos:R:3:mulliken_charge:R:1 method="wB97M-V/def2-TZVPD" energy_ev=-32742.0485 charge=0
N 4.289 -2.214 0.630 -0.683
C 3.224 -1.995 -0.348 -0.484
C 3.019 -0.503 -0.737 -0.754
C 1.566 -0.192 -1.245 -0.562
C 0.902 0.899 -0.397 -0.056
C 0.363 2.176 -1.092 0.148
O 0.658 2.660 -2.154 -0.587
O -0.554 2.758 -0.218 -0.365
C -0.541 2.029 1.013 -0.312
P -1.888 2.391 2.270 0.064
O -2.652 0.982 2.669 -0.423
O -1.060 2.869 3.630 -0.436
C -0.325 0.582 0.501 -0.167
C -1.526 -0.083 -0.169 0.378
C -2.736 0.577 -0.330 0.267
C -3.829 -0.040 -0.898 -0.933
C -3.781 -1.349 -1.339 -0.524
C -2.572 -2.007 -1.194 -0.874
C -1.483 -1.394 -0.622 -0.180
H 4.109 -1.697 1.483 0.232
H 5.184 -1.897 0.275 0.256
H 2.297 -2.346 0.136 0.323
H 3.399 -2.599 -1.247 0.334
H 3.763 -0.246 -1.506 0.305
H 3.288 0.092 0.149 0.355
H 1.034 -1.144 -1.232 0.151
H 1.698 0.191 -2.265 0.441
H 1.637 1.317 0.313 0.321
H 0.378 2.386 1.524 0.536
H -2.233 0.190 2.296 0.389
H -0.164 2.498 3.648 0.326
H -0.037 -0.114 1.310 0.638
H -2.887 1.611 -0.020 0.291
H -4.774 0.491 -0.995 0.372
H -4.658 -1.832 -1.762 0.397
H -2.518 -3.036 -1.549 0.382
H -0.591 -2.011 -0.526 0.438

(3)
33
Properties=species:S:1:pos:R:3:mulliken_charge:R:1 method="wB97M-V/def2-TZVPD" energy_ev=-26089.8795 de_lowest_kcal_mol=47.1 charge=+1
C -1.317 -0.003 0.740 0.070
C -1.102 -2.372 0.568 -1.099
C -2.558 -0.095 1.279 -1.360
C -2.247 -2.516 1.269 -0.808
C -0.656 -1.101 0.211 1.566
C -3.002 -1.416 1.622 0.952
C 0.448 -1.088 -0.696 -0.105
C 2.957 1.427 0.226 -0.634
C 1.465 1.046 0.373 -1.188
C 3.475 0.366 -0.738 -0.622
C 1.128 0.340 -1.037 1.237
C -4.298 -1.617 2.386 -1.233
C 0.153 1.069 -1.842 -1.879
N 2.376 0.232 -1.706 -0.549
S 1.161 -2.390 -1.508 -0.134
H -0.770 0.880 0.620 0.446
H -0.607 -3.215 0.060 0.315
H -3.199 0.837 1.437 0.294
H -2.416 -3.457 1.720 0.439
H 2.942 2.482 -0.158 0.287
H 3.541 1.473 1.244 0.334
H 1.289 0.405 1.231 0.607
H 0.994 1.924 0.732 0.433
H 4.406 0.624 -1.283 0.422
H 3.713 -0.580 -0.168 0.214
H -4.834 -0.633 2.830 0.302
H -5.128 -2.146 1.716 0.288
H -4.078 -2.293 3.261 0.332
H 0.624 1.976 -2.165 0.538
H -0.671 1.326 -1.180 0.472
H -0.132 0.651 -2.725 0.432
H 2.487 0.860 -2.516 0.326
H 2.053 -1.561 -1.992 0.307

(4)
36
Properties=species:S:1:pos:R:3:mulliken_charge:R:1 method="wB97M-V/def2-TZVPD" energy_ev=-38997.0485 de_lowest_kcal_mol=0.0 charge=+1
Rh -0.560 -0.438 0.356 0.527
C 1.078 -1.798 0.328 -0.163
C -0.117 -2.448 -0.108 -0.510
C -1.017 -2.496 1.017 -0.463
C -0.422 -1.847 2.107 -0.325
C 0.858 -1.368 1.664 -0.852
H 1.961 -1.614 -0.263 0.583
H -0.282 -2.893 -1.076 0.420
H -2.010 -2.917 1.000 0.503
H -0.855 -1.699 3.083 0.450
H 1.557 -0.797 2.254 0.574
C 0.437 2.364 1.499 -0.740
O -0.734 1.548 1.326 -0.257
C -1.830 2.296 0.790 -0.530
C -2.966 1.335 0.586 -0.461
O -2.492 0.317 -0.310 -0.037
C -3.512 -0.609 -0.708 -0.909
H 0.194 3.195 2.161 0.302
H 0.784 2.731 0.532 0.351
H 1.199 1.739 1.954 0.191
H -1.530 2.750 -0.159 0.330
H -2.113 3.079 1.496 0.422
H -3.818 1.844 0.130 0.395
H -3.274 0.872 1.528 0.319
H -4.325 -0.061 -1.185 0.322
H -3.888 -1.156 0.159 0.337
H -3.057 -1.288 -1.424 0.268
Te 0.186 0.694 -1.877 0.173
C 2.233 0.308 -1.906 -0.106
C 2.913 -0.573 -2.700 -0.359
C 4.313 -0.580 -2.447 -0.344
C 4.669 0.287 -1.459 -0.524
S 3.311 1.128 -0.848 -0.096
H 2.431 -1.189 -3.446 0.402
H 5.021 -1.199 -2.979 0.391
H 5.657 0.483 -1.074 0.417

Number 1: strongest force on any atom 5.533 eV Å⁻¹, gap between HOMO and LUMO 7.73 eV. Number 2: strongest force on any atom 3.088 eV Å⁻¹, gap between HOMO and LUMO 9.06 eV. Number 3: strongest force on any atom 3.107 eV Å⁻¹, gap between HOMO and LUMO 7.82 eV. Number 4: strongest force on any atom 0.108 eV Å⁻¹, gap between HOMO and LUMO 6.96 eV.